Density functional theory data (ωB97M-V/def2-TZVPD) for a structure of composition C5H8O.

The geometry in XYZ format:
```
14
Properties=species:S:1:pos:R:3:forces:R:3
H -1.93628 -1.29787 -0.68377 0.0098 0.1258 0.0544
H 0.97202 0.11520 -1.86022 -0.0363 -0.0007 0.2183
C 0.65984 0.13875 -0.82143 -0.0155 -0.0519 -0.2279
C -1.64863 -0.64999 0.15080 -0.0200 -0.0245 0.0045
H 2.46920 -0.71510 0.06613 -0.1432 0.0394 0.0652
C 1.11841 0.97278 0.33814 0.4032 0.1471 0.1342
H 1.88142 1.72633 0.49489 -0.2032 0.0899 -0.2393
H -1.13980 -1.25794 0.90364 -0.1051 0.0596 -0.1315
C -0.74489 0.46959 -0.31977 -0.2422 -0.1779 -0.1080
H 0.96570 -1.14981 1.02670 0.0516 0.0330 -0.1335
H -1.27436 1.14152 -1.00753 0.1231 -0.0424 0.1434
O -0.20320 1.23241 0.79350 0.0116 -0.0033 0.1565
H -2.55510 -0.24285 0.60882 0.0984 -0.0326 -0.0777
C 1.43568 -0.48303 0.31011 0.0678 -0.1616 0.1415
```
Forces are in eV/Å.

Molar mass = 84.12 g/mol
Energy relative to the best compared isomer or geometry (same formula, charge and spin) = 217.6 kJ/mol
E_HOMO = -9.2 eV
Kohn-Sham gap = 10.4 eV
E_tot = -7360.000 eV
F_max = 0.450 eV/A